*1*
Below is the molecule C4H5NO2, with properties calculated with ωB97M-V/def2-TZVPD.

As for the HOMO energy: -9.32 eV. As for the SMILES: C#C/C(CO)=N/O.

Geometry as ORCA input:
```
! wB97M-V def2-TZVPD RIJCOSX def2/J DEFGRID3
* xyz 0 1
C -2.637 -1.240 -0.355
C -1.499 -0.800 -0.260
C -0.180 -0.168 -0.235
C 0.563 0.166 0.985
O 1.406 1.295 0.831
N 0.243 -0.101 -1.496
O 1.579 0.277 -1.620
H -3.626 -1.640 -0.470
H -0.084 0.231 1.932
H 1.302 -0.627 1.165
H 0.958 2.045 0.304
H 1.976 0.562 -0.781
*
```

***

*2*
Below is the molecule C4H5NO2, with properties calculated with ωB97M-V/def2-TZVPD.

As for the HOMO energy: -9.31 eV. As for the SMILES: CC#CN(O)C=O.

Geometry as ORCA input:
```
! wB97M-V def2-TZVPD RIJCOSX def2/J DEFGRID3
* xyz 0 1
C -2.675 0.038 -0.008
C -1.272 -0.185 -0.027
C -0.074 -0.291 0.050
N 1.448 -0.208 0.158
O 1.907 -1.542 0.044
C 2.173 0.812 -0.248
O 3.341 0.722 -0.064
H -2.849 0.938 -0.716
H -3.170 -0.889 -0.251
H -3.146 0.546 0.927
H 2.598 -1.675 0.779
H 1.718 1.733 -0.645
*
```

***

*3*
Below is a structure of composition C4H5NO2, with properties calculated with ωB97M-V/def2-TZVPD.

As for the HOMO energy: -9.19 eV.

Geometry as ORCA input:
```
! wB97M-V def2-TZVPD RIJCOSX def2/J DEFGRID3
* xyz 0 1
N -0.910 -0.500 1.263
C -0.192 -0.159 0.109
C 1.292 -0.260 0.091
C 0.841 1.104 -0.242
O 0.350 1.068 -1.582
C -0.667 0.188 -1.251
O -1.654 -0.049 -1.879
H -0.814 -1.496 1.429
H -1.895 -0.255 1.253
H 1.768 -0.383 1.056
H 1.673 -0.870 -0.718
H 0.206 1.611 0.473
*
```

***

*4*
Below is the molecule C4H5NO2, with properties calculated with ωB97M-V/def2-TZVPD.

As for the HOMO energy (spin up / spin down): -7.47 / -7.47 eV.

Geometry as ORCA input:
```
! wB97M-V def2-TZVPD RIJCOSX def2/J DEFGRID3
* xyz 0 1
O -0.263 0.547 2.194
C -1.246 0.742 1.541
C 0.302 -1.323 0.025
C 1.148 -1.040 -1.180
N 0.256 -0.088 -0.555
C -0.263 1.079 -0.571
O -1.270 1.353 0.317
H -2.273 0.478 1.821
H 0.699 -1.368 1.037
H 0.802 -1.426 -2.140
H 2.206 -0.771 -1.146
H -0.099 1.817 -1.343
*
```

***

Verdict on stability: *3* comes out on top.

***

*1*
Below is the molecule C4H5NO2, with properties calculated with ωB97M-V/def2-TZVPD.

As for the HOMO energy: -9.97 eV. As for the SMILES: O=CC(=O)N1CC1.

Geometry as ORCA input:
```
! wB97M-V def2-TZVPD RIJCOSX def2/J DEFGRID3
* xyz 0 1
O 0.799 -2.179 -0.844
C -0.332 -1.779 -0.964
C -0.894 -0.534 -0.247
O -1.991 -0.105 -0.519
N -0.030 -0.039 0.691
C 0.051 1.336 1.071
C 1.069 0.788 0.136
H -1.076 -2.266 -1.620
H 0.299 1.547 2.106
H -0.727 1.952 0.627
H 0.995 1.161 -0.893
H 1.837 0.117 0.456
*
```

***

*2*
Below is the molecule C4H5NO2, with properties calculated with ωB97M-V/def2-TZVPD.

As for the HOMO energy: -8.43 eV.

Geometry as ORCA input:
```
! wB97M-V def2-TZVPD RIJCOSX def2/J DEFGRID3
* xyz 0 1
C -0.410 -0.899 -1.667
C -0.603 -0.403 -0.272
C -0.812 -1.146 0.853
O -0.307 -0.112 1.921
C 0.198 0.878 1.301
O 1.149 1.636 1.827
N -0.098 0.898 0.024
H -1.230 -0.695 -2.361
H 0.510 -0.461 -2.081
H -0.247 -1.978 -1.611
H 1.550 1.071 2.507
H 0.257 1.581 -0.627
*
```

***

*3*
Below is the molecule C4H5NO2, with properties calculated with ωB97M-V/def2-TZVPD.

As for the HOMO energy: -9.70 eV. As for the SMILES: C=C1C[C@H]1[N+](=O)[O-].

Geometry as ORCA input:
```
! wB97M-V def2-TZVPD RIJCOSX def2/J DEFGRID3
* xyz 0 1
C 1.656 -1.156 -0.435
C 0.917 -0.134 -0.214
C 0.291 1.213 0.101
C -0.631 0.166 0.636
N -1.886 -0.017 0.043
O -2.097 0.693 -0.948
O -2.595 -0.878 0.522
H 1.326 -2.207 -0.634
H 2.743 -1.166 -0.699
H 0.812 1.866 0.849
H 0.101 1.749 -0.812
H -0.637 -0.130 1.590
*
```

***

*4*
Below is the molecule C4H5NO2, with properties calculated with ωB97M-V/def2-TZVPD.

As for the HOMO energy: -10.24 eV. As for the SMILES: [H]/N=C(\C)[C@@H]1OC1=O.

Geometry as ORCA input:
```
! wB97M-V def2-TZVPD RIJCOSX def2/J DEFGRID3
* xyz 0 1
H 0.336 -2.167 -0.379
N 0.693 -1.294 -0.003
C -0.120 -0.326 -0.124
C -1.504 -0.375 -0.722
C 0.455 0.964 0.379
O 1.860 1.199 -0.116
C 1.694 0.806 1.136
O 2.334 0.512 2.093
H -1.463 -0.249 -1.813
H -1.954 -1.347 -0.505
H -2.161 0.403 -0.320
H -0.154 1.868 0.404
*
```

***

Verdict on stability: *4* comes out on top.

***

*1*
Below is the molecule C4H5NO2, with properties calculated with ωB97M-V/def2-TZVPD.

As for the HOMO energy: -9.04 eV.

Geometry as ORCA input:
```
! wB97M-V def2-TZVPD RIJCOSX def2/J DEFGRID3
* xyz 0 1
O 2.409 -0.121 0.472
C 1.479 0.494 -0.229
C 0.311 -0.448 -0.329
C -0.650 -0.172 0.869
N -1.801 0.501 0.269
C -1.591 0.502 -0.978
O -0.471 -0.068 -1.475
H 3.137 0.510 0.571
H 0.584 -1.505 -0.432
H -0.965 -1.095 1.366
H -0.191 0.475 1.626
H -2.250 0.926 -1.729
*
```

***

*2*
Below is the molecule C4H5NO2, with properties calculated with ωB97M-V/def2-TZVPD.

As for the HOMO energy: -9.92 eV. As for the SMILES: O=C[C@H]1CN=CO1.

Geometry as ORCA input:
```
! wB97M-V def2-TZVPD RIJCOSX def2/J DEFGRID3
* xyz 0 1
O -2.525 0.635 0.489
C -1.748 -0.197 0.091
C -0.406 0.169 -0.511
C 0.558 0.886 0.476
N 1.726 0.007 0.554
C 1.475 -0.979 -0.194
O 0.296 -1.031 -0.868
H -1.960 -1.284 0.144
H -0.578 0.754 -1.422
H 0.854 1.876 0.118
H 0.114 1.012 1.469
H 2.129 -1.827 -0.370
*
```

***

*3*
Below is the molecule C4H5NO2, with properties calculated with ωB97M-V/def2-TZVPD.

As for the HOMO energy: -9.93 eV. As for the SMILES: O=CC(=O)N1CC1.

Geometry as ORCA input:
```
! wB97M-V def2-TZVPD RIJCOSX def2/J DEFGRID3
* xyz 0 1
O -1.183 -0.360 -2.004
C -1.221 0.725 -1.480
C -0.493 1.056 -0.173
O -0.257 2.209 0.121
N -0.250 -0.047 0.599
C 0.935 -0.338 1.358
C 0.520 -1.198 0.204
H -1.756 1.586 -1.920
H 0.761 -0.691 2.372
H 1.782 0.333 1.236
H 1.092 -1.128 -0.718
H 0.039 -2.157 0.375
*
```

***

Verdict on stability: *2* comes out on top.

***

*1*
Below is the molecule C4H5NO2, with properties calculated with ωB97M-V/def2-TZVPD.

As for the HOMO energy: -10.07 eV. As for the SMILES: O=CN1CCC1=O.

Geometry as ORCA input:
```
! wB97M-V def2-TZVPD RIJCOSX def2/J DEFGRID3
* xyz 0 1
O 2.782 0.766 -0.032
C 1.976 -0.151 0.025
N 0.609 0.050 -0.104
C -0.489 -0.931 -0.041
C -1.481 0.245 0.019
C -0.271 1.145 -0.041
O -0.098 2.328 -0.003
H 2.208 -1.231 0.125
H -0.639 -1.516 -0.950
H -0.418 -1.503 0.898
H -2.157 0.466 -0.852
H -2.022 0.331 0.956
*
```

***

*2*
Below is a structure of composition C4H5NO2, with properties calculated with ωB97M-V/def2-TZVPD.

As for the HOMO energy: -9.87 eV.

Geometry as ORCA input:
```
! wB97M-V def2-TZVPD RIJCOSX def2/J DEFGRID3
* xyz 0 1
O -2.615 0.800 0.376
C -1.929 -0.124 0.003
C -0.450 -0.007 -0.222
C 0.487 0.889 0.515
N 1.681 0.369 -0.251
C 1.461 -0.914 -0.264
O 0.192 -1.283 -0.131
H -2.372 -1.117 -0.230
H 0.435 0.437 -1.197
H 0.295 1.943 0.319
H 0.647 0.707 1.586
H 2.168 -1.699 -0.504
*
```

***

Verdict on stability: *1* comes out on top.